1.
16
Properties=species:S:1:pos:R:3 method="wB97M-V/def2-TZVPD" charge=-1 homo_ev=-2.953 relative_energy_ev=2.893 energy_ha=-383.50022
O 0.285 -2.435 2.182
C 0.529 -1.270 1.903
C -0.120 -0.545 0.774
C 0.611 0.741 0.405
C -0.362 1.736 -0.440
O -1.522 1.199 -0.829
H 1.336 -0.746 2.448
H -1.187 -0.210 0.785
H -0.264 -1.172 -0.099
H 1.027 1.245 1.279
H 1.408 0.469 -0.309
H -0.544 2.586 0.293
H 0.294 2.097 -1.275
H -1.216 -1.239 -2.224
H 0.093 -0.807 -2.521
O -0.366 -1.648 -2.371

2.
16
Properties=species:S:1:pos:R:3 method="wB97M-V/def2-TZVPD" multiplicity=2 s2=0.75 homo_ev="-9.249 / -10.407" relative_energy_ev=0.000 energy_ha=-383.45252
H 3.977 3.529 0.000
C -0.561 1.430 0.000
C 0.092 0.104 0.000
O -0.906 -0.941 -0.002
C -0.743 -2.293 0.000
O 0.347 -2.844 0.000
C -2.109 -2.925 0.000
H -0.815 1.893 0.954
H -0.815 1.894 -0.954
H 0.682 0.043 -0.928
H 0.681 0.042 0.928
H -2.828 -2.109 0.000
H -2.240 -3.564 -0.876
H -2.240 -3.563 0.877
O 4.193 4.451 -0.001
H 3.284 4.853 0.000

3.
16
Properties=species:S:1:pos:R:3 method="wB97M-V/def2-TZVPD" multiplicity=2 s2=0.76 homo_ev="-9.940 / -9.941" relative_energy_ev=1.482 energy_ha=-383.39806
C -1.896 -0.757 1.809
C -1.666 -0.852 0.341
O -0.848 0.010 2.321
H -2.715 -0.174 2.138
H -1.675 -1.799 2.211
H -2.561 -0.703 -0.327
H -0.220 0.312 1.635
H -1.485 -1.836 -0.128
H -0.826 -0.190 0.022
C 2.080 1.601 -1.669
C 1.880 -0.124 -1.191
O 0.976 -0.689 -1.764
O 2.762 -0.379 -0.435
H 1.257 1.977 -0.919
H 1.866 1.635 -2.710
H 3.072 1.967 -1.333

4.
16
Properties=species:S:1:pos:R:3 method="wB97M-V/def2-TZVPD" multiplicity=2 s2=0.76 homo_ev="-10.174 / -10.174" relative_energy_ev=0.376 energy_ha=-383.43871
C -1.085 2.483 0.225
C 0.347 2.196 -0.524
O 0.925 1.199 -0.159
O 0.486 3.086 -1.375
H -1.339 3.525 0.081
H -0.867 2.364 1.284
H -1.727 1.715 -0.183
C -0.183 -2.556 -0.065
C 0.779 -2.061 0.960
O -1.071 -3.529 0.476
H -0.856 -1.759 -0.350
H 0.345 -2.976 -0.913
H 1.514 -1.385 0.552
H -0.634 -4.172 1.024
H 1.206 -2.882 1.525
H 0.248 -1.439 1.685

5.
17
Properties=species:S:1:pos:R:3 method="wB97M-V/def2-TZVPD" charge=-1 homo_ev="-2.179 / -3.123" relative_energy_ev=4.934 energy_ha=-781.62436
C -0.080 1.087 0.960
C -1.343 0.883 -1.096
C -0.518 -1.985 0.006
C -1.144 0.377 0.291
O 2.709 -0.943 0.648
O 3.183 1.509 0.154
O -1.409 -0.991 0.477
S 2.568 0.212 -0.348
H 0.176 0.628 1.900
H 0.866 0.720 0.311
H -0.232 2.167 1.092
H -0.429 0.395 -1.478
H -2.193 0.616 -1.568
H -1.244 2.049 -1.198
H 0.445 -1.937 0.502
H -0.392 -1.900 -1.129
H -0.964 -2.889 0.475

6.
18
Properties=species:S:1:pos:R:3 method="wB97M-V/def2-TZVPD" smiles="CO[P@@](=O)([O-])C(C)(C)[O-]" charge=-2 homo_ev=0.945 relative_energy_ev=1.912 energy_ha=-800.05379
C 3.363 0.141 0.083
O 2.267 0.890 0.030
P 0.715 -0.524 -0.117
O 1.172 -1.351 -1.245
O 0.950 -1.038 1.224
C -1.533 -0.398 -0.073
C -1.651 0.421 1.236
C -2.203 0.403 -1.287
O -1.798 -1.603 -0.125
H 3.287 -0.486 0.968
H 4.245 0.703 0.219
H 3.448 -0.626 -0.815
H -2.769 0.456 1.640
H -1.101 -0.014 1.961
H -1.175 1.383 1.073
H -3.133 1.032 -0.944
H -2.610 -0.391 -2.012
H -1.473 1.002 -1.816

7.
18
Properties=species:S:1:pos:R:3 method="wB97M-V/def2-TZVPD" multiplicity=4 s2=3.77 homo_ev="-6.896 / -8.823" energy_ha=-577.69286
C 1.103 1.024 3.052
O 0.886 0.682 1.728
H 1.715 1.943 3.047
H 0.146 1.260 3.547
H 1.619 0.222 3.601
O -1.514 -2.217 -1.766
O 1.202 -2.901 0.398
C 1.018 -2.110 1.474
C -0.067 -0.942 1.137
O -1.449 -1.979 0.505
C -2.146 -1.622 -0.695
Pt -0.269 -2.935 -0.626
H 1.925 -1.553 1.773
H 0.591 -2.632 2.353
H 0.175 -0.619 0.112
H -0.691 -0.883 2.046
H -3.194 -1.971 -0.586
H -2.144 -0.514 -0.780

8.
19
Properties=species:S:1:pos:R:3 method="wB97M-V/def2-TZVPD" smiles="COC(C)(OC)S(=O)(=O)[O-]" charge=-1 homo_ev=-5.119 relative_energy_ev=1.050 energy_ha=-932.20494
C -1.289 -0.786 -1.394
O -1.094 -1.001 -0.007
C -0.203 -0.194 0.603
C -0.373 -0.227 2.176
O -0.535 1.204 0.309
C 0.137 1.800 -0.813
S 1.518 -0.815 0.091
O 2.412 0.138 0.707
O 1.512 -0.677 -1.387
O 1.800 -2.170 0.587
H -2.006 -1.478 -1.772
H -0.409 -0.990 -2.079
H -1.561 0.247 -1.425
H -1.197 0.290 2.535
H 0.617 0.117 2.588
H -0.475 -1.240 2.472
H -0.504 2.537 -1.429
H 0.577 0.936 -1.305
H 1.072 2.307 -0.459

9.
16
Properties=species:S:1:pos:R:3 method="wB97M-V/def2-TZVPD" charge=-1 homo_ev=-3.216 relative_energy_ev=0.288 energy_ha=-1029.43574
C -0.025 1.478 -0.699
C 1.607 -0.483 -0.044
C -0.839 -1.074 -0.611
C 0.106 0.063 -0.143
O -0.209 -0.949 2.391
S -2.319 1.033 1.796
S -0.299 0.405 1.781
H -1.016 1.875 -0.444
H 0.653 2.156 -0.240
H 0.101 1.400 -1.786
H 1.997 -0.700 -1.003
H 1.537 -1.534 0.508
H 2.142 0.295 0.511
H -0.512 -1.836 0.047
H -1.979 -0.736 -0.414
H -0.946 -1.392 -1.652

10.
7
Properties=species:S:1:pos:R:3 method="wB97M-V/def2-TZVPD" smiles=Brc1cc#cs1 homo_ev="-8.594 / -8.594" relative_energy_ev=1.280 energy_ha=-3125.00235
Br -3.083 -0.716 0.000
C -1.786 0.571 -0.197
C -0.440 0.367 -0.308
C 0.238 1.536 -0.136
C -0.351 2.674 -0.030
S -1.958 2.754 0.275
H -0.174 -0.659 -0.514

11.
8
Properties=species:S:1:pos:R:3 method="wB97M-V/def2-TZVPD" homo_ev=-8.541 relative_energy_ev=3.222 energy_ha=-1127.95919
C 0.024 -0.045 0.289
C 0.374 -0.408 1.401
C 1.087 -2.058 -0.243
C 0.999 -1.568 1.936
N 1.478 -2.270 0.955
Cl 2.137 -1.718 -1.484
Cl 1.036 -2.032 3.566
H -0.405 0.612 -0.412

12.
12
Properties=species:S:1:pos:R:3 method="wB97M-V/def2-TZVPD" smiles="O=c1oc[n+]([O-])o1.ClC#CCl" homo_ev=-9.811 relative_energy_ev=0.513 energy_ha=-1428.89852
O 2.650 -3.142 -0.962
C 2.056 -2.099 -0.852
O 0.735 -2.142 -0.493
C 0.299 -0.916 -0.374
N 1.209 -0.005 -0.626
O 1.298 1.191 -0.704
O 2.464 -0.872 -0.974
H -0.725 -0.762 -0.308
Cl -4.295 0.311 -0.224
C -3.518 -0.909 0.562
C -3.016 -2.032 0.620
Cl -1.959 -3.020 1.398

13.
11
Properties=species:S:1:pos:R:3 method="wB97M-V/def2-TZVPD" charge=-1 homo_ev=-4.536 relative_energy_ev=0.422 energy_ha=-1738.78724
C -1.127 -0.090 0.268
C -0.095 0.711 0.304
C -2.060 -0.968 -0.167
C 1.331 0.283 0.133
N 1.502 -0.942 0.442
O -2.509 0.180 0.476
O -2.532 -1.848 -0.723
Cl -0.329 2.372 0.828
Cl 0.579 0.800 -2.112
Cl 3.092 -1.533 0.300
H 2.148 1.033 0.250

14.
8
Properties=species:S:1:pos:R:3 method="wB97M-V/def2-TZVPD" homo_ev=-10.706 relative_energy_ev=0.032 energy_ha=-722.65339
N -2.898 0.113 0.129
C -1.810 -0.221 0.089
C -0.428 -0.625 -0.159
C 0.516 0.339 -0.072
Cl -0.090 1.952 0.000
C 1.832 0.100 -0.109
N 2.974 -0.061 0.221
H -0.098 -1.597 -0.099

15.
8
Properties=species:S:1:pos:R:3 method="wB97M-V/def2-TZVPD" multiplicity=7 s2=13.03 charge=+2 homo_ev="-18.287 / -18.138" energy_ha=-1127.02305
O 0.762 1.741 2.254
C 0.506 0.938 1.288
C 0.271 0.090 0.454
H 1.367 2.457 2.007
C 0.333 -1.282 -1.753
C -0.107 -0.723 -0.628
O -1.265 -1.457 -0.666
Tb -1.868 -1.765 -2.955

16.
8
Properties=species:S:1:pos:R:3 method="wB97M-V/def2-TZVPD" multiplicity=5 s2=6.01 homo_ev="-7.557 / -7.647" energy_ha=-1247.18391
O 2.655 0.647 0.812
C -1.608 -0.470 1.207
C -0.528 -0.021 0.682
C 0.583 0.347 0.069
C 1.611 1.265 0.198
O 1.617 2.480 -0.098
V 1.814 4.160 0.612
H 2.968 -0.071 0.243

17.
10
Properties=species:S:1:pos:R:3 method="wB97M-V/def2-TZVPD" multiplicity=3 s2=2.02 homo_ev="-6.750 / -9.901" energy_ha=-521.71612
C -1.089 0.162 -0.548
C -1.423 1.248 -0.061
C 2.287 -0.425 1.109
C -0.269 -1.975 -1.270
N -1.865 3.313 0.933
N -1.000 -0.971 -0.965
N 0.364 -2.840 -1.654
N -1.584 2.410 0.373
O 1.139 -0.373 1.014
O 3.439 -0.548 1.070

18.
175
Properties=species:S:1:pos:R:3 method="wB97M-V/def2-TZVPD" charge=+1 homo_ev=-9.735 energy_ha=-4372.05544
C -4.237 -2.198 1.831
C -3.003 -2.351 2.295
C -1.471 -2.633 2.827
C -1.634 -4.069 3.631
C -3.151 -4.406 4.067
C -3.036 -5.654 5.139
C -4.526 -5.751 5.828
O -0.733 -2.777 1.603
C 0.672 -2.486 1.661
N 1.365 -3.837 1.559
S 1.082 -1.764 -0.052
C 1.189 -1.577 2.920
C 2.556 -0.906 2.370
C 1.655 -2.623 4.052
C 3.209 -3.149 3.951
O 4.133 -2.593 4.648
N 0.126 -0.559 3.379
C 0.465 0.180 4.642
C 1.705 1.203 4.631
C 1.523 2.482 5.617
C -0.387 0.307 2.256
C -0.839 1.818 2.599
C -1.648 2.476 1.348
S -3.129 3.490 1.836
C -4.265 2.509 2.961
S -4.160 2.904 4.619
N -5.212 1.483 2.474
C -6.084 0.933 3.559
C -7.156 -0.192 3.023
O -7.888 0.221 1.835
C -7.011 0.760 0.809
C -6.147 2.021 1.427
C -1.049 -1.450 3.828
C -2.429 -0.627 4.114
C -3.170 -0.859 5.350
H -5.180 -1.933 1.224
H -1.012 -4.077 4.621
H -1.253 -4.911 2.922
H -3.817 -4.818 3.216
H -3.670 -3.560 4.677
H -2.268 -5.457 5.971
H -2.893 -6.656 4.585
H -4.777 -4.725 6.307
H -4.586 -6.551 6.654
H -5.337 -5.911 5.004
H 1.358 -4.169 0.579
H 0.812 -4.509 2.129
H 0.022 -2.134 -0.879
H 2.430 0.020 1.704
H 3.272 -0.545 3.222
H 3.219 -1.631 1.741
H 1.039 -3.618 4.079
H 1.625 -2.265 5.142
H 3.457 -4.014 3.221
H 0.615 -0.499 5.581
H -0.407 0.849 5.047
H 1.925 1.574 3.550
H 2.639 0.620 5.017
H 1.835 3.426 5.026
H 2.247 2.393 6.518
H 0.421 2.621 5.965
H 0.393 0.502 1.407
H -1.284 -0.158 1.668
H -1.528 1.921 3.522
H 0.073 2.507 2.805
H -0.901 3.218 0.841
H -1.943 1.706 0.542
H -6.705 1.715 4.130
H -5.411 0.364 4.316
H -6.658 -1.232 2.906
H -7.940 -0.315 3.878
H -6.325 -0.066 0.368
H -7.682 1.146 -0.044
H -6.828 2.815 1.912
H -5.489 2.436 0.570
H -0.843 -1.938 4.869
H -2.879 0.166 3.419
H -3.082 -1.827 5.970
H -3.846 -0.019 5.761
C -12.011 3.974 -0.829
O -10.927 4.812 -0.456
C -9.728 4.082 -0.182
C -8.659 4.413 -1.230
N -9.006 3.844 -2.534
C -8.146 4.315 -3.624
C -8.235 5.806 -3.990
O -9.491 6.187 -4.543
C -10.470 6.560 -3.583
H -12.905 4.595 -0.917
H -11.823 3.502 -1.797
H -12.193 3.210 -0.067
H -9.905 3.003 -0.115
H -9.372 4.418 0.798
H -7.697 4.003 -0.904
H -8.573 5.502 -1.287
H -9.967 4.089 -2.756
H -8.424 3.735 -4.511
H -7.106 4.060 -3.395
H -7.497 5.987 -4.779
H -7.952 6.462 -3.160
H -10.030 7.019 -2.694
H -11.075 5.695 -3.306
H -11.138 7.288 -4.050
C 5.165 -9.537 1.878
O 4.107 -9.897 1.001
C 3.219 -10.864 1.568
C 1.837 -10.244 1.790
N 1.868 -9.263 2.877
C 0.640 -8.474 2.986
C 0.316 -7.520 1.822
O 1.240 -6.442 1.689
C 2.376 -6.735 0.884
H 5.848 -8.882 1.332
H 4.782 -8.991 2.745
H 5.719 -10.421 2.204
H 3.615 -11.300 2.493
H 3.125 -11.673 0.837
H 1.123 -11.035 2.040
H 1.525 -9.779 0.849
H 2.646 -8.626 2.725
H 0.737 -7.870 3.896
H -0.207 -9.148 3.147
H -0.651 -7.056 2.048
H 0.180 -8.046 0.872
H 2.150 -7.450 0.087
H 3.195 -7.103 1.505
H 2.713 -5.803 0.423
C 7.212 2.359 -3.284
O 6.828 1.172 -3.964
C 6.806 0.025 -3.111
C 5.371 -0.483 -2.949
N 4.572 0.444 -2.144
C 3.141 0.132 -2.144
C 2.392 0.282 -3.480
O 2.308 1.626 -3.942
C 3.412 2.050 -4.731
H 7.305 3.159 -4.023
H 6.452 2.651 -2.554
H 8.180 2.230 -2.790
H 7.274 0.221 -2.140
H 7.396 -0.750 -3.611
H 5.389 -1.462 -2.460
H 4.944 -0.603 -3.950
H 4.695 1.385 -2.506
H 2.675 0.812 -1.422
H 2.995 -0.882 -1.760
H 1.358 -0.037 -3.306
H 2.783 -0.382 -4.259
H 3.852 1.232 -5.308
H 4.169 2.520 -4.100
H 3.054 2.809 -5.430
C 11.129 5.651 -7.079
O 10.066 5.294 -7.950
C 9.183 4.324 -7.381
C 7.801 4.942 -7.147
N 7.838 5.917 -6.055
C 6.608 6.704 -5.935
C 6.275 7.663 -7.092
O 7.195 8.742 -7.225
C 8.325 8.457 -8.037
H 11.808 6.310 -7.625
H 10.752 6.192 -6.206
H 11.687 4.765 -6.760
H 9.586 3.884 -6.462
H 9.084 3.519 -8.117
H 7.090 4.148 -6.897
H 7.482 5.412 -8.083
H 8.614 6.556 -6.209
H 6.710 7.303 -5.024
H 5.764 6.027 -5.772
H 5.309 8.124 -6.858
H 6.135 7.141 -8.045
H 8.097 7.747 -8.837
H 9.149 8.088 -7.423
H 8.655 9.394 -8.494